CHgLiO2 as an isolated structure. Source: the Open Molecules 2025 dataset; level of theory: wB97M-V/def2-TZVPD.

## Properties
**Spin multiplicity**: 3
**Charge**: +1
**Gap between HOMO and LUMO (alpha / beta)**: 0.317 / 0.333 hartree
**DFT total energy**: -349.20505 a.u.
**E_HOMO (alpha / beta)**: -12.8 / -15.1 eV

Element x y z (Å)
O: -1.1913 0.7805 3.5087
C: -0.8680 0.5856 2.4508
O: 0.7608 -0.5396 -2.0867
Li: 1.4505 -1.2252 -3.6131
Hg: -0.1521 0.3987 -0.2596

Taken from the Mulliken analysis, the atomic charges in e are: -0.03 0.10 -0.65 0.92 0.66

=====

A 2-piece molecular cluster, C2O6S overall. Source: the Open Molecules 2025 dataset; level of theory: wB97M-V/def2-TZVPD.

## Properties
**Charge**: -2
**Gap between HOMO and LUMO (alpha / beta)**: 0.272 / 0.233 hartree
**Energy above the lowest of the compared OMol25 structures with the same formula, charge and spin**: 1.492 eV
**DFT total energy**: -925.80134 a.u.
**E_HOMO (alpha / beta)**: -0.9 / -0.2 eV

Element x y z (Å)
C: 0.1095 1.7551 -1.8321
C: 0.0978 0.3673 -1.0621
O: -1.0680 2.2183 -1.8259
O: 0.6562 -3.1876 1.5383
O: 1.1534 2.1899 -2.2817
O: 0.4108 0.1028 0.0765
O: 0.0067 -1.4505 3.2805
O: -1.6204 -2.1615 1.5256
S: -0.1197 -1.9547 1.8328

Atom charges from the Mulliken analysis, given in e for atoms 1 to 6: 0.64 -0.04 -0.67 -0.60 -0.65 -0.28

=====

C17H30BrN5O2PdSSi as an isolated structure. Source: the Open Molecules 2025 dataset; level of theory: wB97M-V/def2-TZVPD.

## Properties
**Charge**: -2
**Gap between HOMO and LUMO**: 0.148 hartree
**Energy above the lowest of the compared OMol25 structures with the same formula, charge and spin**: 0.032 eV
**DFT total energy**: -4479.66163 a.u.
**E_HOMO**: 0.1 eV

Element x y z (Å)
Pd: -0.4870 -2.1071 -1.2333
N: 0.0636 -0.6972 2.3030
N: -1.3189 -0.5530 2.0770
C: -2.0109 -1.4486 1.4161
N: -3.3211 -1.1129 1.1953
S: -1.3804 -2.9241 0.8430
H: 0.3582 0.2626 2.4780
H: 0.4964 -0.8893 1.3938
H: -1.6953 0.3958 2.1792
H: -3.7405 -0.3784 1.7425
H: -3.8978 -1.8496 0.8349
Br: 1.1793 4.7030 2.4886
C: -0.5866 5.1906 1.9666
C: -0.8024 6.5460 1.7534
C: -2.0618 6.9967 1.3900
C: -3.1038 6.0880 1.2638
C: -2.8719 4.7443 1.5033
C: -1.6097 4.2600 1.8432
C: -1.4575 2.7399 2.0177
O: -0.4023 2.2425 1.5917
O: -2.4379 2.1511 2.5298
H: 0.0211 7.2373 1.8716
H: -2.2242 8.0529 1.2111
H: -4.0936 6.4279 0.9832
H: -3.6688 4.0148 1.4371
C: 0.4345 -3.5101 -4.4013
Si: 0.2102 -1.8568 -3.4156
C: 1.8882 -1.0325 -3.9311
C: -0.9417 -0.9302 -4.6626
H: 0.7294 -3.3234 -5.4445
H: -0.4954 -4.0875 -4.4042
H: 1.2013 -4.1354 -3.9330
H: 2.0374 -1.1174 -5.0170
H: 2.7366 -1.5190 -3.4367
H: 1.9262 0.0302 -3.6762
H: -0.5336 -0.9467 -5.6840
H: -1.0768 0.1141 -4.3633
H: -1.9329 -1.3940 -4.6799
C: 1.7199 1.0068 -0.6900
C: 2.9367 1.7058 -1.3551
N: 4.1964 1.2674 -0.7292
C: 4.1483 1.6113 0.6928
C: 2.9226 0.9406 1.3667
N: 2.1972 0.1376 0.3907
C: 3.0753 -0.8812 -0.1778
C: 4.2918 -0.1941 -0.8555
H: 1.1663 0.3725 -1.3879
H: 1.0201 1.7231 -0.2586
H: 2.8769 2.7939 -1.2563
H: 2.9983 1.4689 -2.4188
H: 4.0971 2.7012 0.7755
H: 5.0885 1.2871 1.1517
H: 2.2297 1.6874 1.7630
H: 3.2304 0.2876 2.1904
H: 2.4757 -1.4596 -0.8868
H: 3.3878 -1.5590 0.6230
H: 4.3347 -0.4354 -1.9202
H: 5.2385 -0.5083 -0.4024

Atom charges from the Mulliken analysis, given in e for atoms 1 to 6: -0.28 -0.94 0.20 0.41 -0.41 -0.40

=====

An isolated ion of composition C8H10NO and charge +1. Source: the Open Molecules 2025 dataset; level of theory: wB97M-V/def2-TZVPD.

## Properties
**Charge**: +1
**Gap between HOMO and LUMO**: 0.263 hartree
**Energy above the lowest of the compared OMol25 structures with the same formula, charge and spin**: 3.753 eV
**DFT total energy**: -440.45351 a.u.
**E_HOMO**: -12.1 eV

Element x y z (Å)
C: -0.6323 2.0991 0.3638
C: -1.3658 1.0896 0.0897
C: 1.4558 1.9224 -0.7249
C: 0.9169 1.8575 0.6757
C: 1.5281 0.6004 -1.0725
C: 1.3156 -0.2183 0.0569
C: 1.2602 -1.7029 0.1567
C: -1.8497 -0.1141 -0.2103
N: -2.5092 -0.9780 0.5216
O: 1.1146 0.5844 1.0639
H: -1.0144 3.1587 0.5511
H: 1.6841 2.8210 -1.3335
H: 1.1786 2.5668 1.4686
H: 1.1163 -2.2141 -0.7517
H: 2.2885 -2.0930 0.4476
H: 0.6825 -1.9705 1.1213
H: -1.6379 -0.4178 -1.2941
H: 1.7878 0.1879 -1.9595
H: -2.9784 -0.8159 1.4846
H: -2.9331 -1.7501 -0.0979

Atom charges from the Mulliken analysis, given in e for atoms 1 to 6: -0.74 0.09 -0.40 0.39 -0.63 0.66

=====

A 6-piece molecular cluster, C33H49ClN2O11S overall. Source: the Open Molecules 2025 dataset; level of theory: wB97M-V/def2-TZVPD.

## Properties
**Gap between HOMO and LUMO**: 0.326 hartree
**Structure (SMILES)**: CCCC[C@](C#N)(CC(=O)Cl)[C@H](C#N)CSCC.O=C1CCCO1.O=C1CCCO1.O=C1CCCO1.O=C1CCCO1.O=C1CCCO1
**DFT total energy**: -3082.42381 a.u.
**E_HOMO**: -8.5 eV

Element x y z (Å)
C: 4.8290 0.0067 2.1387
C: 3.5390 0.8573 2.1297
C: 2.6892 0.7266 0.8430
C: 1.2089 0.3342 1.0784
C: 0.2202 1.5397 0.9629
C: 0.2481 1.9648 -0.4404
N: 0.2126 2.3803 -1.5105
C: 0.7993 2.6225 1.9167
C: -0.1606 3.7281 2.2766
O: -1.0617 3.6601 3.0419
Cl: 0.1539 5.2687 1.4243
C: -1.1910 1.0856 1.4307
C: -1.4309 -0.3460 1.1737
N: -1.4781 -1.4546 0.8802
C: -2.3634 1.9630 0.8842
S: -3.7906 1.0402 0.2264
C: -4.7608 0.7397 1.7276
C: -4.8542 1.9439 2.6594
H: 4.9609 -0.5723 1.2282
H: 4.8591 -0.6295 3.0205
H: 5.6942 0.6660 2.2149
H: 3.8437 1.9032 2.2126
H: 2.9543 0.6564 3.0275
H: 3.1166 -0.0390 0.2001
H: 2.7580 1.6566 0.2760
H: 1.1157 -0.0790 2.0826
H: 0.9773 -0.4006 0.3173
H: 1.0834 2.0941 2.8253
H: 1.6941 3.0696 1.4973
H: -1.2084 1.1871 2.5180
H: -2.7740 2.5836 1.6706
H: -2.0685 2.6127 0.0633
H: -5.7523 0.4109 1.4280
H: -4.2793 -0.0658 2.2846
H: -3.9351 2.0356 3.2245
H: -5.0884 2.8691 2.1319
H: -5.6538 1.8127 3.3878
O: 1.8470 -1.2337 -1.7885
C: 1.2362 -1.2278 -2.8241
C: 0.8481 -0.0303 -3.6539
C: -0.2082 -0.6094 -4.5926
C: 0.2242 -2.0703 -4.7143
O: 0.8269 -2.3596 -3.4232
H: 1.7294 0.3184 -4.1965
H: 0.4630 0.7666 -3.0185
H: -0.2729 -0.1047 -5.5473
H: -1.1883 -0.5554 -4.1147
H: 0.9709 -2.2318 -5.4847
H: -0.6098 -2.7452 -4.8844
O: -0.1459 -1.4329 -7.4194
C: 0.7652 -1.4708 -8.1979
C: 0.7585 -1.1185 -9.6709
C: 2.0603 -1.7541 -10.1625
C: 2.9293 -1.7051 -8.9126
O: 2.0071 -1.8350 -7.8158
H: 0.7650 -0.0317 -9.7681
H: -0.1213 -1.5282 -10.1587
H: 2.5095 -1.2501 -11.0155
H: 1.8773 -2.7921 -10.4428
H: 3.4548 -0.7534 -8.8085
H: 3.6529 -2.5147 -8.8618
O: -4.5859 2.1025 5.8097
C: -4.0667 1.0278 5.9098
C: -4.1285 0.0899 7.0961
C: -2.9843 -0.8771 6.8138
C: -2.9253 -0.8588 5.2937
O: -3.3354 0.4720 4.9108
H: -5.1008 -0.4062 7.0932
H: -3.9931 0.6393 8.0237
H: -3.1293 -1.8740 7.2242
H: -2.0572 -0.4743 7.2247
H: -3.6125 -1.5733 4.8359
H: -1.9233 -1.0408 4.9123
O: 4.3622 -5.8010 -7.9000
C: 3.9517 -5.5468 -6.8047
C: 3.7543 -6.5044 -5.6439
C: 2.8562 -5.7026 -4.7022
C: 3.2573 -4.2718 -5.0289
O: 3.6186 -4.2932 -6.4250
H: 4.7286 -6.7182 -5.2020
H: 3.2921 -7.4264 -5.9845
H: 2.9754 -5.9493 -3.6496
H: 1.8104 -5.8629 -4.9683
H: 4.1236 -3.9406 -4.4525
H: 2.4466 -3.5685 -4.8808
O: 0.1184 2.2169 7.8023
C: -0.7933 2.9909 7.7572
C: -0.8304 4.3395 7.0640
C: -2.0664 4.9993 7.6759
C: -2.9283 3.7899 8.0088
O: -1.9969 2.7324 8.3214
H: -0.9457 4.1712 5.9915
H: 0.0840 4.8933 7.2567
H: -2.5621 5.7099 7.0182
H: -1.7905 5.5243 8.5922
H: -3.5322 3.4695 7.1629
H: -3.5767 3.9590 8.8657

Atom charges from the Mulliken analysis, given in e for atoms 1 to 6: -1.19 -0.36 -0.89 -1.48 2.25 -0.16

=====

One molecule with the formula CH8N6. Source: the Open Molecules 2025 dataset; level of theory: wB97M-V/def2-TZVPD.

## Properties
**Gap between HOMO and LUMO (alpha / beta)**: 0.318 / 0.318 hartree
**Structure (SMILES)**: NNNN=C(N)N
**Energy above the lowest of the compared OMol25 structures with the same formula, charge and spin**: 2.289 eV
**DFT total energy**: -371.29956 a.u.
**E_HOMO (alpha / beta)**: -7.7 / -7.7 eV

Element x y z (Å)
N: 2.6808 0.0112 -0.0063
N: 1.3276 0.2752 -0.1526
N: 0.6626 -0.6416 -0.9961
N: -0.6120 -0.9033 -0.6146
C: -1.1269 -0.0108 0.2346
N: -2.2570 -0.4393 0.9460
N: -1.2300 1.3629 -0.1050
H: 3.2070 0.5144 -0.7104
H: 2.9327 -0.9784 -0.0292
H: 0.5755 0.1489 0.7918
H: 1.1610 -1.5276 -1.1308
H: -3.1202 -0.0047 0.6425
H: -2.3546 -1.4448 0.9428
H: -0.3639 1.7036 -0.5037
H: -1.4824 1.9342 0.6911

Atom charges from the Mulliken analysis, given in e for atoms 1 to 6: -0.60 -0.11 -0.17 -0.39 0.32 -0.54

=====

C63H164CdNO29 as an isolated structure. Source: the Open Molecules 2025 dataset; level of theory: wB97M-V/def2-TZVPD.

## Properties
**Charge**: -1
**Gap between HOMO and LUMO**: 0.192 hartree
**DFT total energy**: -4902.75734 a.u.
**E_HOMO**: -4.1 eV

Element x y z (Å)
Cd: 3.5535 -1.7478 0.5259
C: 0.5093 0.4080 2.2911
C: -0.4237 -0.2125 1.2234
C: -1.6243 0.8661 1.0195
C: -2.4267 0.6617 -0.2380
C: -1.4787 0.7346 -1.3753
C: -0.3280 -0.3720 -1.2996
N: 0.3930 -0.3341 -0.0365
O: 1.5016 -1.2404 -0.0065
C: 0.6434 -0.0405 -2.4632
C: -0.9592 -1.7924 -1.5577
C: -1.0230 -1.5187 1.8226
H: 1.0129 1.2646 1.8429
H: 1.2955 -0.3112 2.5210
H: -0.0413 0.7360 3.1727
H: -1.3853 1.9056 1.2441
H: -2.2828 0.7986 1.8854
H: -2.9339 1.6097 -0.4175
H: -3.1430 -0.1580 -0.1835
H: -1.0109 1.7052 -1.5405
H: -1.9512 0.6003 -2.3483
H: 0.1003 0.2783 -3.3529
H: 1.2400 -0.8607 -2.8626
H: 1.4556 0.6449 -2.2207
H: -1.5081 -1.8425 -2.4980
H: -1.7466 -2.2177 -0.9355
H: -0.2072 -2.5796 -1.6115
H: -2.1020 -1.6088 1.6967
H: -1.0089 -1.3896 2.9048
H: -0.4276 -2.3566 1.4600
C: 5.0235 -3.3814 -3.0709
C: 4.3237 -3.1426 -1.9621
C: 4.0086 -4.2950 -1.0127
O: 3.5227 -4.0266 0.1626
C: 4.3773 -5.5639 -1.2802
C: 4.8395 -5.8871 -2.5753
C: 5.3100 -4.7159 -3.5239
O: 5.8885 -5.0172 -4.5665
O: 5.1345 -7.0117 -3.0165
O: 4.1388 -1.9183 -1.6642
H: 5.2723 -2.5661 -3.7341
H: 4.1018 -6.3075 -0.5471
C: -7.9362 4.3103 0.6730
C: -6.4139 4.6492 0.8046
O: -5.5986 3.6365 1.3296
H: -8.1016 3.3800 0.1295
H: -8.3439 5.1450 0.1027
H: -8.3013 4.1864 1.6925
H: -6.3292 5.6805 1.1472
H: -6.0909 4.6700 -0.2362
H: -4.6753 3.8848 1.2429
C: 4.4572 2.6733 -4.7827
C: 5.2918 2.7959 -3.4768
O: 5.8486 4.0949 -3.5186
H: 5.0333 2.9470 -5.6666
H: 3.5672 3.2959 -4.6915
H: 4.1903 1.6254 -4.9197
H: 6.1274 2.0963 -3.4576
H: 4.6222 2.7104 -2.6210
H: 5.0991 4.6917 -3.4572
C: 6.8548 -0.1079 -6.9102
C: 6.2351 -0.8884 -5.7264
O: 4.8831 -0.8284 -5.8216
H: 6.4445 0.8965 -7.0149
H: 6.6693 -0.6102 -7.8596
H: 7.9391 -0.0441 -6.8187
H: 6.5959 -0.4811 -4.7819
H: 6.6527 -1.8898 -5.8310
H: 4.6398 -1.3567 -5.0579
C: -2.1122 -1.7387 -8.3979
C: -1.1580 -2.4553 -7.5634
O: -0.4200 -3.4222 -8.3010
H: -2.9240 -1.2827 -7.8312
H: -2.5824 -2.3900 -9.1347
H: -1.6163 -0.9786 -9.0016
H: -1.6445 -3.0541 -6.7934
H: -0.4816 -1.7389 -7.0972
H: 0.0057 -3.9457 -7.6181
C: 4.5599 2.3634 4.9491
C: 3.5905 1.3854 4.0915
O: 4.4611 0.4764 3.6122
H: 4.9148 1.8483 5.8417
H: 4.2604 3.3412 5.3262
H: 5.3943 2.5642 4.2771
H: 3.2722 1.9281 3.2014
H: 2.8354 0.9134 4.7202
H: 4.8468 0.1741 4.4377
C: 0.6133 4.9113 9.1511
C: 1.0223 4.9610 7.6766
O: 2.1338 4.1444 7.4194
H: 0.5006 3.9055 9.5556
H: -0.2125 5.5826 9.3869
H: 1.5124 5.2319 9.6773
H: 1.3504 5.9809 7.4756
H: 0.1751 4.6787 7.0516
H: 1.7950 3.4221 6.8854
C: 1.3321 -3.6976 -4.4454
C: 0.2980 -4.7301 -4.3730
O: -0.0472 -5.2577 -5.6391
H: 2.1045 -4.0185 -5.1444
H: 1.6206 -3.4800 -3.4171
H: 1.0322 -2.7375 -4.8654
H: -0.5745 -4.4054 -3.8061
H: 0.6798 -5.6105 -3.8561
H: -0.8949 -5.6984 -5.5451
C: 3.2864 2.4275 0.0894
C: 4.1671 1.2355 -0.3070
O: 4.1542 0.3971 0.7373
H: 3.4629 3.3503 -0.4633
H: 3.5333 2.7356 1.1055
H: 2.2105 2.2550 0.1143
H: 5.1640 1.5927 -0.5654
H: 3.8127 0.7938 -1.2383
H: 4.4494 0.9407 1.4714
C: 0.0003 -5.4781 2.4367
C: 0.5193 -6.8385 1.9520
O: 1.7664 -6.5443 1.5368
H: -1.0034 -5.5140 2.8602
H: 0.0876 -4.7070 1.6712
H: 0.5777 -5.0784 3.2703
H: -0.0282 -7.2384 1.0985
H: 0.5792 -7.6437 2.6842
H: 1.6713 -5.8395 0.8919
C: -2.6500 3.9009 3.7880
C: -1.9426 3.8510 5.1307
O: -1.6614 2.6006 5.6663
H: -3.6117 3.3878 3.7822
H: -2.0342 3.4896 2.9881
H: -2.8994 4.9092 3.4575
H: -2.5719 4.3253 5.8837
H: -1.0871 4.5029 4.9540
H: -2.0855 2.5469 6.5259
C: -1.8742 -5.6862 -0.9207
C: -2.6310 -6.9231 -0.2808
O: -2.6605 -6.9860 1.0910
H: -1.8832 -5.6981 -2.0106
H: -0.8396 -5.4727 -0.6520
H: -2.3414 -4.7386 -0.6527
H: -2.4481 -7.9327 -0.6489
H: -3.6745 -6.7584 -0.5491
H: -2.8016 -7.8910 1.3786
C: -1.1714 5.2476 -0.4499
C: -2.6044 5.8219 -0.3405
O: -3.2591 5.7167 0.9253
H: -1.0154 5.1304 -1.5223
H: -1.1133 4.2312 -0.0605
H: -0.3578 5.8613 -0.0631
H: -3.2741 5.2549 -0.9870
H: -2.6163 6.8596 -0.6740
H: -2.8664 6.3049 1.5745
C: -5.1817 -3.6920 0.3714
C: -4.3353 -3.7135 1.6424
O: -4.5695 -5.0405 2.2512
H: -5.1241 -4.5520 -0.2959
H: -4.9784 -2.8800 -0.3267
H: -6.2454 -3.6874 0.6091
H: -4.6061 -2.9913 2.4125
H: -3.3053 -3.4960 1.3596
H: -4.0633 -5.7095 1.7847
C: 1.7549 4.0832 -2.7062
C: 2.2100 5.4588 -2.2160
O: 3.6406 5.5179 -2.3667
H: 1.0417 3.6934 -1.9800
H: 2.6206 3.4228 -2.6563
H: 1.2762 3.9778 -3.6798
H: 1.7853 5.8291 -1.2829
H: 1.8127 6.1817 -2.9285
H: 4.0418 6.2856 -1.9528
C: 2.1261 0.0777 7.7582
C: 0.7204 0.3467 7.1511
O: 0.8412 1.4152 6.2503
H: 2.3267 0.7855 8.5625
H: 2.9660 0.1278 7.0651
H: 2.1981 -0.8919 8.2509
H: 0.0588 0.6734 7.9534
H: 0.1657 -0.4355 6.6329
H: -0.0192 1.8150 6.1036
C: -7.0119 0.0862 -0.7477
C: -8.0882 -0.7670 -1.3523
O: -8.3476 -0.4388 -2.6598
H: -7.4794 1.0424 -0.5128
H: -6.1429 0.2361 -1.3883
H: -6.8645 -0.4299 0.2010
H: -9.0512 -0.7314 -0.8430
H: -7.7890 -1.8085 -1.4704
H: -9.3016 -0.3319 -2.6562
C: -3.9136 -2.2548 -4.4861
C: -4.9336 -1.5236 -3.4960
O: -5.9842 -1.1756 -4.3066
H: -4.3900 -3.2182 -4.6677
H: -3.0127 -2.5710 -3.9604
H: -3.6803 -1.7373 -5.4166
H: -4.3830 -0.7070 -3.0289
H: -5.1944 -2.1671 -2.6557
H: -6.5858 -0.6377 -3.7867
C: 3.1815 6.3062 1.6459
C: 1.7899 5.8916 2.1900
O: 1.0498 7.1995 2.0609
H: 3.7698 5.3886 1.6427
H: 3.7223 7.0508 2.2299
H: 3.1126 6.6406 0.6107
H: 1.7566 5.6187 3.2447
H: 1.3546 5.1059 1.5725
H: 1.4925 7.8709 2.5851
C: -5.3274 -0.4014 2.9741
C: -5.1477 1.1201 3.0890
O: -6.3929 1.7182 3.2974
H: -5.5798 -0.8632 3.9287
H: -4.3752 -0.7568 2.5802
H: -6.0239 -0.7636 2.2179
H: -4.6972 1.4725 2.1611
H: -4.5110 1.3992 3.9285
H: -6.4144 2.4264 2.6496
C: 1.6175 0.9158 -6.0611
C: 1.5426 1.0260 -7.6097
O: 2.8258 0.6955 -8.1463
H: 0.6403 0.9572 -5.5799
H: 2.2641 1.7052 -5.6778
H: 2.2263 0.0400 -5.8368
H: 1.4388 2.0723 -7.8971
H: 0.5796 0.6493 -7.9547
H: 3.1404 -0.0657 -7.6531
C: 6.9202 -4.0093 1.3047
C: 6.1993 -2.8186 1.8582
O: 5.7230 -1.9526 0.8649
H: 6.2807 -4.6958 0.7500
H: 7.4867 -4.4775 2.1097
H: 7.6301 -3.5519 0.6156
H: 6.9926 -2.2045 2.2845
H: 5.4777 -3.1484 2.6056
H: 6.5008 -1.7201 0.3525
C: -3.9756 3.2936 -3.8399
C: -2.7801 4.1840 -4.1896
O: -3.1441 4.9923 -5.2916
H: -4.8071 3.9053 -3.4899
H: -3.7448 2.6898 -2.9623
H: -4.1878 2.6010 -4.6544
H: -1.9814 3.5209 -4.5220
H: -2.3368 4.7580 -3.3759
H: -2.4914 5.6926 -5.3628
C: -1.2314 -3.5562 5.6940
C: -2.5903 -3.1655 6.2670
O: -2.7071 -4.0625 7.2750
H: -0.4481 -3.5147 6.4509
H: -0.9626 -3.0980 4.7423
H: -1.2961 -4.6292 5.5132
H: -3.3276 -3.4053 5.5008
H: -2.6912 -2.1062 6.5034
H: -3.6262 -4.2972 7.4221
C: 2.9589 -2.5821 4.8117
C: 2.5703 -2.6863 3.3917
O: 3.2740 -1.7501 2.6263
H: 4.0037 -2.8392 4.9857
H: 2.3083 -3.1618 5.4664
H: 2.9668 -1.5462 5.1505
H: 1.4934 -2.6834 3.2234
H: 2.9287 -3.6499 3.0295
H: 3.5017 -1.0442 3.2357

Atom charges from the Mulliken analysis, given in e for atoms 1 to 6: 3.61 -1.39 2.61 -1.06 -0.16 -1.78